Formula: C56H40Cl4N2O3P3TeTi
Source: OMol25
Level of theory: the ωB97M-V functional and the def2-TZVPD basis

Structure (ORCA input):
```
! RIJCOSX wB97M-V def2-TZVPD def2/J DEFGRID3
* xyz -2 2
Ti -0.1128 1.1295 -1.4797
O 1.0700 4.1372 -2.9561
C 1.6776 3.0934 -2.7691
O 1.0979 1.9550 -2.5692
C 3.1657 3.0101 -2.7838
C 3.9075 4.0904 -3.2664
C 5.2805 4.0235 -3.3502
C 5.9412 2.8655 -2.9477
C 5.2190 1.8088 -2.4259
C 3.8300 1.8668 -2.3086
P 2.9310 0.4149 -1.5694
C 4.0523 0.1464 -0.1382
C 4.4651 1.2670 0.5880
C 5.1906 1.1274 1.7581
C 5.5261 -0.1344 2.2272
C 5.0776 -1.2542 1.5469
C 4.3190 -1.1141 0.3938
C 3.5381 -0.7252 -2.8934
C 2.9637 -0.4958 -4.1479
C 3.3037 -1.2725 -5.2401
C 4.2225 -2.3060 -5.1019
C 4.8121 -2.5303 -3.8697
C 4.4780 -1.7433 -2.7742
H 3.3603 4.9724 -3.5733
H 5.8466 4.8630 -3.7357
H 7.0196 2.7978 -3.0253
H 5.7384 0.9186 -2.0930
H 4.2030 2.2576 0.2414
H 5.4927 2.0077 2.3117
H 6.1194 -0.2463 3.1264
H 5.3043 -2.2442 1.9247
H 3.9140 -1.9980 -0.0825
H 2.2376 0.3010 -4.2527
H 2.8549 -1.0733 -6.2054
H 4.4817 -2.9270 -5.9513
H 5.5451 -3.3209 -3.7556
H 4.9749 -1.9222 -1.8319
Cl -4.5217 6.7973 -2.9870
C -3.6312 5.3093 -2.8319
C -2.6668 5.1970 -1.8435
C -2.0056 3.9965 -1.7080
Cl -0.8118 3.7369 -0.4983
C -2.2476 2.8799 -2.5407
O -1.6361 1.7552 -2.3731
C -3.2190 3.0764 -3.5414
Cl -3.5603 1.7406 -4.5838
C -3.9131 4.2613 -3.6896
H -2.4304 6.0340 -1.2028
H -4.6654 4.3522 -4.4596
Te -0.6277 1.2791 3.1659
C -2.2862 0.8532 4.5115
C -3.5994 0.7662 4.0510
C -4.6194 0.4363 4.9261
N -4.4349 0.1805 6.2227
C -3.1838 0.2712 6.6679
C -2.1011 0.6102 5.8728
C -1.3249 -0.3920 1.9420
P 0.3276 -1.1629 1.6871
C 0.5056 -2.1647 3.2372
C -0.3814 -2.1166 4.3065
C -0.1985 -2.9424 5.4085
C 0.8605 -3.8363 5.4516
C 1.7507 -3.8940 4.3858
C 1.5768 -3.0576 3.2965
C 0.0168 -2.7206 0.7112
C 0.9622 -3.0843 -0.2393
C 0.8753 -4.3026 -0.8995
C -0.1420 -5.1870 -0.5801
C -1.0772 -4.8462 0.3904
C -1.0017 -3.6187 1.0252
P -1.7697 0.1791 0.2480
C -3.1856 1.3775 0.2704
C -3.3275 2.4642 1.1305
C -4.3343 3.4013 0.9351
C -5.1998 3.2946 -0.1402
C -5.0672 2.2230 -1.0125
C -4.0789 1.2773 -0.8045
C -2.8292 -1.2987 -0.1140
C -3.7603 -1.6680 0.8570
C -4.6141 -2.7363 0.6447
C -4.5416 -3.4588 -0.5410
C -3.6051 -3.1094 -1.4994
C -2.7517 -2.0325 -1.2910
H -3.8225 0.9503 3.0073
H -5.6469 0.3693 4.5793
H -3.0482 0.0468 7.7232
H -1.1035 0.6561 6.2944
H -1.2252 -1.4416 4.2644
H -0.8948 -2.8912 6.2384
H 0.9925 -4.4897 6.3069
H 2.5768 -4.5970 4.4053
H 2.2677 -3.1008 2.4647
H 1.7796 -2.4097 -0.4565
H 1.6064 -4.5563 -1.6584
H -0.2063 -6.1499 -1.0751
H -1.8647 -5.5442 0.6528
H -1.7345 -3.3532 1.7788
H -2.6406 2.5915 1.9563
H -4.4262 4.2319 1.6251
H -5.9672 4.0419 -0.3042
H -5.7274 2.1344 -1.8672
H -3.9794 0.4533 -1.4994
H -3.7898 -1.1214 1.7913
H -5.3371 -3.0137 1.4036
H -5.2101 -4.2954 -0.7116
H -3.5320 -3.6795 -2.4184
H -2.0125 -1.7756 -2.0367
N 1.3993 2.2037 1.1135
C 0.9967 1.6489 0.1756
Cl -0.0217 -0.7759 -2.7374
*
```

Values from the calculation:
**Frontier orbital gap (alpha / beta)**: 5.65 / 5.63 eV
**<S²>**: 0.753
**Energy above the lowest of the compared OMol25 structures with the same formula, charge and spin**: 1.6827 eV
**LUMO (alpha / beta)**: 0.1430 / 0.1430 Ha

Löwdin atomic charge list, values in e, 5 entries: number 1, Ti, carries 0.32; number 2, O, carries 0.05; number 3, C, carries -0.57; number 4, O, carries -0.31; number 5, C, carries -0.11